1.
141
Properties=species:S:1:pos:R:3 method="wB97M-V/def2-TZVPD" total_charge=-1 homo_energy_ev=-4.211 lumo_energy_ev=2.15 de_lowest_kj_mol=624.5
As -0.46 -0.37 0.42
F 0.68 0.34 1.62
F 0.11 0.76 -0.90
F -1.57 -0.99 -0.81
F -1.11 -1.51 1.63
F -1.61 0.95 0.84
F 0.89 -1.62 0.15
C 0.11 -0.80 -4.14
O -0.61 0.16 -4.37
N 1.40 -0.79 -4.28
N -0.29 -1.89 -3.58
H 1.92 0.02 -4.56
H 1.99 -1.54 -3.96
H 0.21 -2.73 -3.82
H -1.28 -1.95 -3.36
C -3.45 -1.72 -3.85
O -3.24 -0.60 -4.26
N -4.10 -2.57 -4.60
N -2.96 -2.24 -2.75
H -4.11 -3.48 -4.16
H -4.49 -2.40 -5.51
H -2.38 -1.76 -2.08
H -3.34 -3.17 -2.62
C -4.85 0.06 -0.50
O -4.40 0.30 -1.61
N -4.17 0.22 0.57
N -6.08 -0.38 -0.27
H -4.50 -0.25 1.39
H -3.24 0.61 0.48
H -6.43 -0.21 0.66
H -6.68 -0.60 -1.05
C 2.61 1.97 -3.20
O 2.06 2.97 -3.53
N 2.47 1.23 -2.13
N 3.44 1.35 -4.04
H 1.70 1.53 -1.55
H 3.02 0.42 -1.91
H 4.07 0.62 -3.75
H 3.73 1.95 -4.80
C 6.28 1.81 3.81
C 5.29 0.77 4.32
C 4.90 -0.18 3.22
O 4.14 0.27 2.14
C 3.74 -0.72 1.22
N 5.89 0.03 5.45
H 5.73 2.37 3.05
H 7.11 1.30 3.32
H 6.75 2.43 4.57
H 4.39 1.22 4.73
H 4.37 -1.04 3.65
H 5.79 -0.63 2.77
H 3.34 -0.29 0.31
H 3.10 -1.33 1.86
H 4.62 -1.31 0.92
H 5.15 -0.60 5.72
H 5.81 0.63 6.26
C -3.23 1.18 3.45
C -1.99 2.11 3.66
C -2.29 3.29 4.60
O -3.31 3.92 3.92
C -3.57 5.26 4.34
N -0.86 1.36 4.13
H -3.85 1.53 2.63
H -3.86 1.12 4.34
H -2.89 0.20 3.13
H -1.85 2.64 2.72
H -1.37 3.87 4.69
H -2.65 3.04 5.60
H -3.65 5.24 5.43
H -4.52 5.49 3.86
H -2.72 5.85 4.03
H -0.63 0.76 3.36
H -0.03 1.94 4.05
C 0.70 4.11 1.52
C 2.02 3.79 2.06
C 2.66 4.86 2.97
O 2.94 6.04 2.20
C 3.44 7.04 3.17
N 1.95 2.43 2.68
H -0.11 4.06 2.25
H 0.43 3.48 0.67
H 0.63 5.17 1.29
H 2.75 3.61 1.26
H 3.63 4.48 3.26
H 2.09 5.01 3.89
H 2.75 7.16 4.01
H 3.60 7.99 2.67
H 4.44 6.82 3.54
H 1.55 1.67 2.14
H 2.88 2.11 2.91
C -0.90 3.44 -2.28
C -2.34 2.93 -2.10
C -3.40 3.66 -2.91
O -2.98 3.68 -4.29
C -2.95 4.93 -4.91
N -2.39 1.56 -2.49
H -0.17 2.79 -1.82
H -0.89 4.53 -2.18
H -0.68 3.31 -3.34
H -2.57 3.06 -1.04
H -3.59 4.65 -2.48
H -4.37 3.18 -2.72
H -2.10 5.50 -4.54
H -3.76 5.64 -4.78
H -2.88 4.89 -6.00
H -3.16 1.10 -2.02
H -1.58 1.10 -2.08
C -0.47 -4.72 0.49
C 0.12 -4.56 1.90
C 0.25 -5.92 2.73
O 0.41 -5.65 4.11
C 0.91 -6.73 4.86
N 1.35 -3.75 1.93
H -1.56 -4.64 0.48
H -0.36 -5.74 0.14
H -0.35 -3.98 -0.31
H -0.60 -3.91 2.40
H 1.08 -6.55 2.43
H -0.63 -6.56 2.65
H 1.96 -7.02 4.78
H 0.24 -7.59 4.78
H 0.90 -6.45 5.91
H 1.38 -3.01 1.25
H 1.23 -3.17 2.75
C -0.92 -4.46 -6.16
C -0.58 -5.61 -5.22
C -0.01 -5.12 -3.85
O 1.21 -4.33 -3.93
C 1.79 -4.17 -2.62
N -1.85 -6.32 -4.98
H -0.15 -3.72 -6.37
H -1.76 -3.83 -5.89
H -1.06 -4.93 -7.14
H 0.04 -6.32 -5.77
H 0.22 -5.88 -3.12
H -0.83 -4.55 -3.40
H 2.81 -3.78 -2.73
H 1.95 -5.08 -2.05
H 1.32 -3.37 -2.04
H -1.96 -7.15 -5.54
H -1.91 -6.61 -4.02



2.
171
Properties=species:S:1:pos:R:3 method="wB97M-V/def2-TZVPD" total_charge=0 homo_energy_ev=-10.133 lumo_energy_ev=-0.12 de_lowest_kj_mol=104.6
C 14.75 13.50 16.65
C 15.35 12.16 17.03
C 14.36 11.17 17.23
O 14.96 10.06 17.84
C 13.98 9.02 18.12
N 16.15 11.66 15.81
H 16.77 10.83 16.07
H 15.47 11.25 15.16
H 16.60 12.44 15.34
H 13.92 13.69 17.34
H 14.33 13.56 15.64
H 15.44 14.32 16.81
H 16.12 12.31 17.79
H 13.85 10.83 16.34
H 13.60 11.71 17.87
H 13.21 9.20 17.37
H 13.70 9.02 19.17
H 14.43 8.07 18.02
C 16.97 20.31 13.84
C 17.22 18.82 13.52
C 16.84 17.88 14.68
O 15.39 17.92 14.65
C 14.84 16.91 15.48
N 16.32 18.35 12.28
H 15.36 18.46 12.52
H 16.59 18.92 11.49
H 16.55 17.40 12.04
H 15.87 20.38 13.61
H 17.51 21.01 13.13
H 17.08 20.55 14.95
H 18.21 18.68 13.10
H 17.16 18.26 15.64
H 17.15 16.81 14.58
H 13.80 16.82 15.18
H 14.94 17.02 16.56
H 15.25 15.96 15.24
C 19.85 17.16 20.12
C 18.97 15.94 19.79
C 17.55 16.33 19.58
O 16.74 15.29 19.19
C 16.37 14.48 20.31
N 19.47 15.30 18.59
H 18.91 14.51 18.22
H 19.37 15.85 17.73
H 20.46 15.07 18.65
H 19.79 17.38 21.17
H 19.43 18.01 19.58
H 20.90 17.02 19.85
H 19.18 15.19 20.59
H 17.46 17.16 18.80
H 17.21 16.76 20.58
H 15.95 15.12 21.11
H 17.25 13.93 20.68
H 15.70 13.73 19.98
C 22.30 11.62 15.96
C 21.34 10.45 16.31
C 22.14 9.17 16.73
O 21.30 8.40 17.46
C 21.49 7.01 17.45
N 20.24 10.80 17.24
H 19.97 11.76 16.97
H 19.45 10.07 17.16
H 20.59 10.74 18.20
H 21.87 12.39 15.24
H 23.21 11.20 15.53
H 22.43 12.12 16.91
H 20.85 10.10 15.37
H 23.09 9.42 17.32
H 22.43 8.76 15.74
H 20.58 6.53 17.69
H 22.29 6.68 18.06
H 21.76 6.60 16.44
C 23.23 15.59 14.97
C 22.69 15.84 13.59
C 23.09 14.84 12.54
O 22.23 13.69 12.69
C 22.31 12.78 11.63
N 21.18 15.92 13.56
H 20.84 16.82 14.06
H 20.72 15.89 12.66
H 20.78 15.02 13.97
H 24.20 15.19 14.88
H 22.52 14.93 15.49
H 23.27 16.57 15.53
H 22.97 16.75 13.05
H 24.13 14.51 12.60
H 23.04 15.15 11.45
H 23.34 12.53 11.50
H 21.87 13.18 10.72
H 21.78 11.89 12.04
C 15.96 11.98 11.32
C 17.49 12.32 11.25
C 17.82 12.54 9.73
O 19.16 12.91 9.62
C 19.54 13.17 8.26
N 18.07 13.45 12.08
H 18.43 13.30 13.04
H 18.91 13.79 11.53
H 17.43 14.21 11.88
H 15.84 10.98 11.00
H 15.35 12.62 10.64
H 15.57 12.05 12.30
H 18.11 11.48 11.53
H 17.13 13.27 9.29
H 17.67 11.52 9.28
H 20.04 14.14 8.21
H 18.68 13.17 7.62
H 20.15 12.33 7.86
C 11.15 14.06 9.97
C 11.24 14.13 11.49
C 10.37 15.22 12.10
O 10.14 15.03 13.47
C 10.88 15.83 14.37
N 10.68 12.87 12.07
H 11.13 12.02 11.74
H 10.73 12.82 13.08
H 9.68 12.84 11.92
H 11.47 14.97 9.46
H 10.07 13.91 9.80
H 11.67 13.18 9.51
H 12.32 14.27 11.66
H 9.40 15.13 11.54
H 10.82 16.16 11.89
H 10.58 16.88 14.32
H 11.95 15.84 14.15
H 10.82 15.52 15.38
N 18.90 13.69 15.53
O 17.72 14.01 15.62
O 19.55 13.38 16.54
O 19.50 13.65 14.45
N 19.81 17.57 16.01
O 19.63 18.31 17.02
O 19.26 16.41 15.99
O 20.62 17.91 15.11
B 14.97 15.49 10.72
F 13.91 15.67 11.66
F 14.78 14.39 10.02
F 15.19 16.62 9.98
F 16.16 15.37 11.64
B 13.03 11.33 13.40
F 13.30 12.75 13.56
F 14.05 10.69 14.10
F 11.75 11.08 13.90
F 12.97 10.98 11.97
N 19.82 18.48 11.37
S 19.69 17.20 10.34
O 19.81 15.99 11.10
O 20.46 17.31 9.17
F 18.18 17.27 10.01
S 19.41 19.90 10.84
O 17.97 20.04 10.52
O 20.43 20.52 10.02
F 19.49 20.76 12.13
N 21.62 14.17 20.49
S 21.28 12.63 20.17
O 21.98 12.10 19.01
O 19.87 12.41 20.40
F 21.86 11.88 21.55
S 23.16 14.66 20.58
O 24.12 13.69 19.99
O 23.35 15.38 21.81
F 23.13 15.79 19.50
N 18.36 8.45 14.42
S 18.22 9.71 13.49
O 19.00 9.52 12.26
O 18.31 10.94 14.34
F 16.73 9.61 13.11
S 17.90 8.09 15.83
O 17.77 9.21 16.79
O 18.74 6.94 16.13
F 16.36 7.73 15.67



3.
137
Properties=species:S:1:pos:R:3 method="wB97M-V/def2-TZVPD" total_charge=-1 s2=0.751 homo_energy_ev="0.433 / -6.980" lumo_energy_ev="2.08 / 2.01" spin_multiplicity=2
C -0.85 2.74 13.33
C -0.15 3.44 12.08
C -0.19 4.97 12.04
O -1.46 5.40 11.68
C -1.36 6.78 11.24
N 1.19 2.89 11.82
H -0.43 3.14 14.25
H -0.73 1.66 13.27
H -1.92 2.92 13.39
H -0.68 3.11 11.18
H 0.61 5.44 11.46
H 0.05 5.20 13.07
H -2.34 7.21 11.45
H -1.43 6.93 10.16
H -0.65 7.41 11.78
H 1.52 3.27 10.94
H 1.20 1.88 11.72
C -4.90 2.48 1.86
C -4.27 3.38 2.94
C -5.05 3.12 4.31
O -6.36 3.70 4.09
C -7.00 4.03 5.33
N -2.93 2.95 3.12
H -4.19 2.49 1.03
H -5.85 2.78 1.42
H -5.02 1.41 2.05
H -4.18 4.46 2.85
H -4.53 3.64 5.11
H -5.21 2.11 4.68
H -8.03 4.34 5.19
H -6.63 4.98 5.71
H -6.75 3.36 6.15
H -2.62 2.45 2.30
H -3.02 2.16 3.75
C -2.60 -1.52 10.45
C -2.91 -0.03 10.66
C -2.67 0.86 9.43
O -3.60 0.62 8.32
C -4.75 1.27 8.36
N -4.23 0.11 11.20
H -2.47 -2.09 11.36
H -1.64 -1.75 9.98
H -3.28 -1.95 9.72
H -2.31 0.36 11.48
H -1.74 0.75 8.89
H -2.79 1.88 9.81
H -5.50 0.81 7.72
H -4.78 2.24 7.86
H -5.16 1.48 9.35
H -4.46 -0.61 11.88
H -4.86 -0.10 10.44
C -2.56 -0.85 2.87
C -1.18 -0.33 3.30
C -0.58 -1.18 4.49
O -1.46 -1.31 5.61
C -0.89 -1.76 6.81
N -0.47 -0.43 2.09
H -3.17 -1.21 3.70
H -2.53 -1.75 2.26
H -3.11 -0.03 2.42
H -1.16 0.71 3.63
H 0.26 -0.56 4.77
H -0.22 -2.08 3.98
H -0.36 -2.71 6.75
H -1.57 -1.85 7.65
H -0.17 -1.02 7.17
H -0.62 -1.34 1.67
H -0.83 0.21 1.39
C -4.90 -4.75 13.35
C -3.81 -5.81 13.22
C -4.47 -7.18 13.06
O -5.23 -7.78 14.21
C -4.63 -7.63 15.51
N -3.02 -5.37 12.07
H -4.59 -3.73 13.54
H -5.43 -4.90 14.29
H -5.63 -4.79 12.53
H -3.38 -5.69 14.21
H -3.72 -7.88 12.69
H -5.21 -7.06 12.27
H -3.72 -8.22 15.62
H -5.36 -8.07 16.20
H -4.34 -6.61 15.76
H -2.54 -4.50 12.26
H -2.33 -6.09 11.91
C -4.25 -4.05 17.05
C -3.19 -3.01 17.34
C -3.25 -1.62 16.64
O -2.91 -1.62 15.29
C -2.97 -0.27 14.66
N -3.19 -2.77 18.78
H -5.23 -4.02 17.52
H -3.92 -4.92 17.63
H -4.44 -4.29 16.00
H -2.20 -3.48 17.31
H -2.67 -0.96 17.28
H -4.28 -1.26 16.65
H -3.90 0.15 14.27
H -2.50 -0.31 13.67
H -2.43 0.47 15.24
H -3.98 -2.20 19.04
H -3.50 -3.67 19.09
O -2.41 1.33 5.80
H -2.26 0.38 5.71
H -2.64 1.44 6.72
C 1.37 -0.97 11.80
O 0.99 -1.49 10.75
N 1.09 -1.48 12.99
N 2.24 0.04 11.82
H 0.30 -2.07 13.21
H 1.47 -1.08 13.83
H 2.33 0.42 10.88
H 2.49 0.58 12.64
C -5.70 2.83 13.82
O -6.40 1.82 14.02
N -5.11 3.09 12.67
N -5.38 3.65 14.75
H -4.72 4.01 12.61
H -5.16 2.58 11.80
H -5.71 3.58 15.70
H -4.73 4.41 14.60
C -7.90 1.38 9.83
O -7.20 2.36 9.82
N -7.49 0.24 10.44
N -9.15 1.39 9.38
H -6.65 0.48 10.93
H -8.12 -0.51 10.70
H -9.57 0.51 9.11
H -9.43 2.19 8.84
C -4.58 5.63 9.85
O -4.29 6.65 9.26
N -5.80 5.41 10.33
N -3.74 4.63 10.05
H -6.32 6.25 10.11
H -6.11 4.55 10.76
H -2.76 4.74 9.81
H -4.13 3.85 10.57